1.
Density functional theory data (ωB97M-V/def2-TZVPD) for an isolated ion of composition C12H20N3O5S and charge -1 in a non-equilibrium geometry.

As for the SMILES: CNC(=O)[C@@H](CCSC)NC(=O)[C@@H](CC(=O)[O-])NC(C)=O. The HOMO energy is -5.4 eV. As for the total charge: -1. The strongest force on any atom comes out at 2.7 eV/A.

Last column: Mulliken charge in e.
Element x y z (Å)
O 3.816 -2.490 -0.806  -0.702
O 1.529 0.856 2.115  -0.789
O 1.206 0.108 -2.178  -0.748
O -2.689 -2.046 0.222  -0.722
O 2.108 2.970 2.064  -0.785
S -2.722 2.075 2.510  -0.164
C 3.517 -2.031 0.299  0.753
C 2.131 1.809 1.579  0.669
C 1.389 -0.020 -0.986  0.015
C -1.600 -1.869 -0.306  0.273
N -0.977 -2.959 -0.767  -0.143
N 3.129 -0.799 0.560  -0.138
N 0.391 -0.330 -0.138  0.169
C -1.182 2.994 2.554  -0.609
C 3.670 -2.932 1.539  -1.274
C 0.287 -3.100 -1.455  -0.588
C -2.118 0.558 1.715  -0.418
C 2.808 1.641 0.210  -1.032
C -1.880 0.689 0.230  -1.183
C 2.822 0.211 -0.433  0.143
C -1.034 -0.434 -0.479  0.099
H -1.424 -3.816 -0.528  0.258
H 2.942 -0.518 1.522  0.233
H 0.634 -0.359 0.849  0.291
H -0.380 2.326 2.908  0.102
H -1.282 3.818 3.276  0.375
H -0.930 3.395 1.569  0.209
H 4.565 -2.577 2.045  0.396
H 2.814 -2.775 2.195  0.340
H 3.648 -3.995 1.237  0.302
H 0.310 -3.980 -2.092  0.365
H 1.068 -3.240 -0.683  0.115
H 0.506 -2.220 -2.019  0.223
H -2.853 -0.259 1.921  0.343
H -1.109 0.364 2.141  0.130
H 3.849 1.933 0.219  0.359
H 2.345 2.305 -0.520  0.299
H -2.876 0.763 -0.228  0.364
H -1.458 1.653 0.058  0.609
H 3.504 0.176 -1.271  0.526
H -1.120 -0.187 -1.550  0.332

---

2.
Density functional theory data (ωB97M-V/def2-TZVPD) for one molecule with the formula C22H29N3O3S.

As for the SMILES: COc1ccc(C(=O)[C@H]2CCCN(Cc3cnc(N4CCCC4)s3)C2)cc1OC. The HOMO energy is -7.5 eV. As for the total charge: 0. The strongest force on any atom comes out at 0.9 eV/A.

Last column: Mulliken charge in e.
Element x y z (Å)
C -4.170 -0.809 2.208  -0.966
H -5.255 -0.716 2.234  0.266
O -3.843 -0.980 0.850  -0.429
C -2.544 -1.279 0.516  1.700
C -1.495 -1.189 1.423  -0.651
C -0.192 -1.462 1.057  -0.759
C 0.094 -1.882 -0.237  0.684
C -0.952 -1.995 -1.143  -0.495
C -2.263 -1.678 -0.806  -0.106
O -3.147 -1.763 -1.840  -0.450
C -4.534 -1.872 -1.607  -0.815
H -4.967 -2.110 -2.579  0.319
H -4.762 -2.675 -0.903  0.296
H -4.961 -0.936 -1.238  0.207
H -0.752 -2.322 -2.152  0.479
C 1.476 -2.225 -0.668  -0.846
O 1.708 -3.136 -1.431  -0.639
C 2.548 -1.311 -0.122  2.512
C 3.483 -0.843 -1.261  -1.823
N 4.453 0.125 -0.817  0.277
C 5.225 -0.359 0.305  -1.049
C 4.394 -0.912 1.471  -0.289
C 3.417 -1.966 0.956  -1.103
H 2.798 -2.344 1.773  0.326
H 3.960 -2.810 0.526  0.432
H 3.835 -0.101 1.943  0.148
H 5.064 -1.344 2.216  0.454
H 5.879 0.444 0.654  0.426
H 5.860 -1.167 -0.078  0.360
C 4.008 1.512 -0.810  -1.410
C 2.612 1.780 -0.337  1.079
C 2.144 2.100 0.895  -0.876
N 0.798 2.231 1.033  -0.586
C 0.189 2.029 -0.090  0.329
N -1.132 2.080 -0.274  0.366
C -1.777 1.948 -1.560  -0.575
C -3.134 2.617 -1.351  -0.942
H -3.055 3.689 -1.532  0.342
H -3.899 2.207 -2.007  0.405
C -3.418 2.352 0.127  -0.089
H -3.789 1.336 0.250  -0.268
C -2.042 2.496 0.773  -0.635
H -1.835 3.535 1.060  0.417
H -1.903 1.869 1.656  0.328
H -4.144 3.045 0.547  0.460
H -1.888 0.887 -1.818  0.086
H -1.183 2.429 -2.343  0.621
S 1.256 1.650 -1.447  -0.194
H 2.759 2.258 1.764  0.480
H 4.086 1.873 -1.844  0.281
H 4.707 2.088 -0.197  0.483
H 2.900 -0.412 -2.077  0.500
H 4.015 -1.717 -1.652  0.336
H 2.065 -0.439 0.321  -0.775
H 0.586 -1.374 1.798  0.280
H -1.690 -0.884 2.439  0.390
H -3.724 0.101 2.623  0.305
H -3.865 -1.672 2.806  0.395

---

3.
Density functional theory data (ωB97M-V/def2-TZVPD) for a 2-piece molecular cluster, C2HNOS overall in a non-equilibrium geometry.

As for the SMILES: O=C=S.C#N. The HOMO energy is -10.3 eV. As for the total charge: 0. The strongest force on any atom comes out at 2.1 eV/A.

Last column: Mulliken charge in e.
Element x y z (Å)
C 1.152 -1.066 0.948  0.118
C -0.956 1.032 -1.073  0.563
N 1.025 0.060 1.056  -0.357
O -0.306 1.054 -2.034  -0.331
S -1.885 1.061 0.213  -0.247
H 0.971 -2.141 0.890  0.255

---

4.
Density functional theory data (ωB97M-V/def2-TZVPD) for one molecule with the formula C2H3NO4S in a non-equilibrium geometry.

As for the SMILES: NC(=O)C(O)=S(=O)=O. The HOMO energy (alpha / beta) is -9.6 / -9.6 eV. As for the total charge: 0. The strongest force on any atom comes out at 3.4 eV/A.

Last column: Mulliken charge in e.
Element x y z (Å)
C -0.098 -0.324 0.425  0.566
C -0.431 1.201 0.980  0.121
N -0.061 -0.370 -0.870  -0.214
O 0.011 -1.097 1.362  -0.632
O -0.103 3.917 0.318  -0.491
O 0.139 2.240 -1.395  -0.650
O -0.194 1.326 2.244  -0.346
S 0.392 2.608 0.011  0.711
H 0.022 0.614 -1.173  0.295
H -0.052 -1.213 -1.476  0.242
H 0.262 0.454 2.426  0.397

---

Among the records above, which one has the highest strongest force on any atom? C2H3NO4S

---

What is the total charge in the second record? 0